1.
A structure of composition C23H25AsIN2O2Pt in a non-equilibrium geometry. Source: OMol25; level of theory: the ωB97M-V functional and the def2-TZVPD basis.

The charge is +1. The value obtained for the lowest unoccupied orbital energy is -3.47 eV. The frontier orbital gap is 7.4971 eV. The calculation puts the energy above the lowest of the compared OMol25 structures with the same formula, charge and spin at 0.109 eV. The calculation puts the HOMO energy at -10.96 eV. For the largest force on an atom, the calculation gives 1.06 eV Å⁻¹.

Last column: Mulliken charge in e.
Atoms and positions in Å:
Pt -1.35985 -1.38789 -0.57391  0.55
C 2.32633 -4.22167 0.40840  -1.03
C 2.14186 -3.75948 -1.00385  0.77
N 2.96373 -4.21725 -1.91128  -0.61
C 2.89751 -3.75954 -3.17783  -1.02
C 2.03619 -2.78033 -3.57991  0.78
C 2.09417 -2.27516 -4.99953  -0.91
O 0.84028 -2.34337 -5.67552  -0.49
C 1.11173 -2.26791 -2.62249  -0.64
C 0.23253 -1.22705 -3.05584  0.96
N -0.76591 -0.67693 -2.43790  -0.13
C -1.55941 0.27993 -3.17114  0.87
C -1.32452 0.61726 -4.50938  -0.39
C -2.12932 1.52325 -5.17503  -0.92
C -3.20771 2.12390 -4.54326  -0.60
C -3.47677 1.79809 -3.22815  -0.77
C -2.65584 0.89208 -2.57663  0.42
I -3.12305 0.42580 -0.59863  0.17
C 1.12874 -2.79410 -1.32281  0.70
O 0.35618 -2.39661 -0.34408  -1.14
H 3.09950 -4.98435 0.42776  0.38
H 1.41278 -4.62353 0.84079  0.19
H 2.63269 -3.38428 1.03947  0.29
H 3.60038 -4.19748 -3.87685  0.35
H 2.86544 -2.82677 -5.53973  0.43
H 2.38630 -1.22300 -5.02531  0.33
H 0.66741 -3.25734 -5.92318  0.32
H 0.44252 -0.87902 -4.05326  0.07
H -0.52360 0.16691 -5.07533  0.35
H -1.91087 1.75120 -6.20919  0.41
H -3.83862 2.82663 -5.06881  0.40
H -4.31999 2.24044 -2.71498  0.36
C -2.23193 -1.38865 3.06248  -1.18
As -2.14080 -2.40322 1.42146  0.54
C -3.98849 -2.90025 1.14205  -1.18
C -1.16373 -4.01421 1.93425  -0.76
C -2.04667 -5.15078 2.35954  0.24
C -2.74746 -5.89558 1.41270  0.05
C -3.55947 -6.94731 1.80314  -0.73
C -3.68172 -7.26964 3.14904  -0.44
C -2.98243 -6.53991 4.09716  -0.65
C -2.16753 -5.48652 3.70344  -0.30
H -2.63112 -2.02796 3.84927  0.41
H -2.88533 -0.52748 2.93102  0.39
H -1.23638 -1.04459 3.33535  0.38
H -4.32377 -3.56526 1.93557  0.42
H -4.10117 -3.39110 0.17855  0.35
H -4.58202 -1.98633 1.14908  0.46
H -0.51600 -3.69422 2.75169  0.66
H -0.53274 -4.27397 1.08935  -0.12
H -2.64237 -5.66036 0.35860  0.44
H -4.09352 -7.52143 1.05753  0.40
H -4.31291 -8.09317 3.45443  0.40
H -3.06289 -6.79361 5.14576  0.40
H -1.61505 -4.92609 4.44905  0.38

Forces on atoms 1 to 3 (eV/Å):
0.8 0.7 0.1
0.0 0.0 0.0
0.1 0.0 0.0


2.
An isolated molecule of C23H25ClN4O. Source: OMol25; level of theory: the ωB97M-V functional and the def2-TZVPD basis.

The structure (SMILES) is CCc1nc2ccc(C(=O)N3CCN(c4ccc(Cl)cc4)CC3)cc2nc1CC. The charge is 0. The value obtained for the lowest unoccupied orbital energy is -0.12 eV. The frontier orbital gap is 7.6690 eV. The calculation puts the energy above the lowest of the compared OMol25 structures with the same formula, charge and spin at 0.103 eV. The calculation puts the HOMO energy at -7.79 eV. For the largest force on an atom, the calculation gives 0.70 eV Å⁻¹.

Last column: Mulliken charge in e.
Atoms and positions in Å:
C -5.98240 0.21782 0.76192  -1.02
C -5.45435 0.33916 -0.66865  -0.96
C -3.96350 0.17394 -0.71758  0.72
N -3.53888 -1.00805 -1.08769  -0.55
C -2.21161 -1.23345 -1.15502  0.46
C -1.72113 -2.49506 -1.54558  -0.83
C -0.37248 -2.70733 -1.61233  -0.28
C 0.53664 -1.67556 -1.29891  -0.35
C 2.01293 -1.91056 -1.42160  0.31
O 2.62200 -1.68533 -2.44766  -0.67
N 2.61321 -2.41304 -0.31179  0.10
C 1.97446 -2.53273 0.97498  -0.76
C 2.24618 -1.25070 1.80668  -0.85
N 3.41379 -0.56291 1.29378  0.00
C 3.25639 0.61987 0.58152  0.59
C 4.01101 0.92582 -0.55432  0.01
C 3.85108 2.12820 -1.21535  -1.06
C 2.93106 3.05383 -0.75578  0.34
Cl 2.72016 4.55456 -1.59212  -0.25
C 2.18427 2.78587 0.37948  -0.79
C 2.35454 1.58801 1.04246  -0.30
C 4.46686 -1.49280 0.95678  -0.90
C 4.05830 -2.40951 -0.22233  -0.90
C 0.08652 -0.43202 -0.93501  -0.08
C -1.29743 -0.19379 -0.84342  0.13
N -1.75044 1.01198 -0.44956  -0.44
C -3.04240 1.21036 -0.37382  0.41
C -3.45398 2.57195 0.10804  -0.64
C -3.04281 2.76400 1.56904  -1.17
H -5.69717 -0.74360 1.18264  0.35
H -7.06744 0.28896 0.76538  0.35
H -5.58349 1.00479 1.39689  0.23
H -5.74442 1.30124 -1.09471  0.38
H -5.88942 -0.45540 -1.27642  0.36
H -2.43169 -3.26984 -1.78802  0.47
H 0.01736 -3.66881 -1.91351  0.49
H 2.39711 -3.41174 1.47230  0.39
H 0.90309 -2.68821 0.84999  0.38
H 1.38058 -0.59383 1.74443  0.38
H 2.41012 -1.51682 2.85794  0.37
H 4.72003 0.22162 -0.95531  0.26
H 4.43352 2.33664 -2.09882  0.41
H 1.47640 3.51221 0.74626  0.42
H 1.78537 1.41263 1.94229  0.50
H 5.38238 -0.94603 0.73381  0.45
H 4.64809 -2.09820 1.85135  0.39
H 4.42392 -3.42984 -0.06444  0.34
H 4.43411 -2.04543 -1.18007  0.48
H 0.76688 0.37792 -0.71963  0.76
H -2.93185 3.31443 -0.49902  0.37
H -4.52622 2.72341 -0.00262  0.24
H -1.96883 2.63000 1.66603  0.25
H -3.53985 2.03816 2.21013  0.32
H -3.30664 3.76319 1.90696  0.39

Forces on atoms 1 to 3 (eV/Å):
0.0 0.0 -0.2
-0.1 0.1 0.2
0.0 -0.4 -0.2


3.
A structure of composition C23H25CoN5O10S3 in a non-equilibrium geometry. Source: OMol25; level of theory: the ωB97M-V functional and the def2-TZVPD basis.

Its spin multiplicity is 2. As for the expectation value of S²: 0.754. The charge is 0. The value obtained for the lowest unoccupied orbital energy (alpha / beta) is -0.62 / -0.63 eV. The frontier orbital gap (alpha / beta) is 8.2361 / 8.3670 eV. The calculation puts the energy above the lowest of the compared OMol25 structures with the same formula, charge and spin at 1.027 eV. The calculation puts the HOMO energy (alpha / beta) at -8.86 / -8.99 eV. For the largest force on an atom, the calculation gives 1.54 eV Å⁻¹.

Last column: Mulliken charge in e.
Atoms and positions in Å:
Co -1.48912 -0.51421 0.45456  0.80
O -3.10303 0.73787 -2.92997  -0.74
S -2.97372 0.15144 -1.63386  1.77
O -2.17217 -1.08157 -1.54736  -0.61
O -2.41536 1.05883 -0.59610  -0.66
C -4.63944 -0.24348 -1.09030  -0.15
C -5.63828 0.31832 -1.87674  -0.60
C -6.97725 0.14728 -1.56010  -0.61
C -7.33376 -0.60071 -0.45664  -0.56
C -6.35133 -1.17137 0.33839  -0.62
C -5.00437 -1.00422 0.04138  -0.15
S -3.89159 -1.65396 1.29012  1.54
O -2.82052 -2.42415 0.64781  -0.72
O -4.69056 -2.43289 2.19067  -0.71
O -3.25960 -0.43024 1.84560  -0.68
H -5.34385 0.88386 -2.74894  0.54
H -7.73732 0.59985 -2.18385  0.39
H -8.37700 -0.74474 -0.20599  0.39
H -6.61057 -1.75979 1.20616  0.53
N -0.38966 -1.92998 2.19288  -0.18
C 0.11933 -1.03829 3.14614  0.46
C 0.95700 -1.40585 4.16427  -0.74
C 1.41999 -0.46224 5.10544  -0.71
C 1.02706 0.84008 5.03043  -0.96
C 0.19702 1.26181 3.96417  0.69
C -0.21468 2.60479 3.81069  -0.71
C -0.97153 2.96097 2.73974  -0.98
C -1.29361 1.98862 1.77411  -0.61
N -0.92006 0.73422 1.88044  0.66
C -0.22581 0.33221 2.99510  0.30
H -1.39876 -2.05863 2.24535  0.16
H 0.03171 -2.84818 2.22242  0.24
H 1.23692 -2.44776 4.26564  0.40
H 2.06312 -0.79218 5.91122  0.41
H 1.34328 1.56389 5.77082  0.41
H 0.08189 3.33485 4.55469  0.43
H -1.31257 3.97648 2.59836  0.46
H -1.85276 2.24312 0.88618  0.85
C 4.14464 2.71831 -4.11316  -1.11
C 4.70198 1.32161 -4.36021  -0.51
S 3.90848 0.06904 -3.39267  1.28
O 4.50926 -1.20116 -3.70827  -0.68
O 2.48188 0.24647 -3.49612  -0.59
C 4.36282 0.46148 -1.71329  -0.51
C 3.99193 -0.69241 -0.78364  -1.46
N 2.55467 -0.97387 -0.73831  0.47
C 1.60926 -0.14530 -0.23500  0.88
N 0.39600 -0.62773 -0.44241  0.07
C 0.54674 -1.80169 -1.13494  -0.56
C 1.86506 -2.02974 -1.30905  -0.61
N 2.45535 -3.21879 -1.86639  1.16
O 3.56141 -3.54831 -1.47103  -0.64
O 1.72590 -3.90658 -2.54252  -0.62
C 1.93647 1.16149 0.39548  -1.17
H 4.52736 3.40679 -4.86558  0.38
H 4.43802 3.10263 -3.13507  0.27
H 3.05725 2.71284 -4.17432  0.32
H 5.76870 1.23497 -4.14773  0.38
H 4.52498 0.98130 -5.38306  0.38
H 3.85958 1.39391 -1.46470  0.22
H 5.44452 0.60316 -1.68364  0.64
H 4.33784 -0.46898 0.22462  0.41
H 4.48169 -1.59968 -1.11220  0.50
H -0.29069 -2.40252 -1.44595  0.88
H 2.80566 1.08749 1.04992  0.36
H 1.08851 1.50690 0.97525  -0.19
H 2.13569 1.91436 -0.36896  0.31

Forces on atoms 1 to 3 (eV/Å):
0.8 1.3 0.3
0.1 0.0 -0.1
-0.1 0.1 0.1


4.
A structure of composition C23H25EuN2OS in a non-equilibrium geometry. Source: OMol25; level of theory: the ωB97M-V functional and the def2-TZVPD basis.

Its spin multiplicity is 7. As for the expectation value of S²: 12.053. The charge is 0. The value obtained for the lowest unoccupied orbital energy (alpha / beta) is -0.90 / -0.45 eV. The frontier orbital gap (alpha / beta) is 6.0978 / 6.5644 eV. The calculation puts the energy above the lowest of the compared OMol25 structures with the same formula, charge and spin at 2.440 eV. The calculation puts the HOMO energy (alpha / beta) at -6.99 / -7.02 eV. For the largest force on an atom, the calculation gives 3.91 eV Å⁻¹.

Last column: Mulliken charge in e.
Atoms and positions in Å:
C 2.13929 0.11664 3.21681  -0.09
C 2.46590 -0.47891 1.97230  -0.97
C 2.36890 0.55700 0.96930  -0.17
H 2.73367 -1.57091 1.83324  0.44
C 1.91362 1.77067 1.57488  -0.33
C 1.73969 1.49946 3.00521  -0.79
H 1.45860 2.67766 1.02739  0.30
C -1.32111 -1.71348 3.16043  -0.44
C -0.18641 -2.37025 2.54627  -0.93
C -0.46721 -2.44914 1.13807  -0.30
H 0.78588 -2.65546 3.02412  0.50
C -1.71328 -1.76767 0.91586  -0.48
C -2.21724 -1.22316 2.16415  -0.72
H 2.55730 0.37920 -0.11912  0.42
H 1.08879 2.15122 3.63694  0.40
H 2.20806 -0.51852 4.10267  0.47
H -3.06117 -0.49259 2.31134  0.32
H 0.23328 -2.81698 0.33151  0.30
H -1.62006 -1.64670 4.21192  0.63
Eu -0.16348 0.21777 1.61696  1.31
C -2.40879 -1.51706 -0.41101  2.77
C -3.81019 -2.13417 -0.23685  -1.84
C -1.63452 -2.20470 -1.56199  -2.13
H -3.70026 -3.12490 0.22555  0.41
H -4.28709 -2.24013 -1.21594  0.49
H -4.43305 -1.50054 0.41270  0.36
H -1.69868 -3.29402 -1.41307  0.49
H -0.57566 -1.89475 -1.58620  0.31
H -2.11447 -1.93803 -2.51527  0.38
C -2.60141 0.02593 -0.74489  -1.33
C -1.32009 0.75417 -1.22939  0.50
H -3.05733 0.55166 0.12435  0.29
H -3.30504 0.10666 -1.59602  0.36
O -0.19895 0.70486 -0.66349  -0.43
N -1.33916 1.55461 -2.29607  -0.04
C -0.23757 2.55327 -2.40669  -1.18
H -1.87387 1.22372 -3.08282  0.34
C 1.15496 1.99681 -2.70006  0.96
C 2.29978 2.65801 -2.22320  -0.33
H 2.17413 3.54548 -1.58735  0.34
C 3.57338 2.15571 -2.53866  -0.56
H 4.46563 2.66525 -2.15311  0.36
C 3.70086 1.01641 -3.35190  -0.46
H 4.69797 0.62764 -3.61009  0.36
C 2.54678 0.37731 -3.85124  -0.66
H 2.62439 -0.50828 -4.49017  0.39
C 1.27490 0.87627 -3.53705  -0.20
H 0.35983 0.39647 -3.92574  0.28
H -0.20083 3.19151 -1.50403  0.31
H -0.59291 3.12828 -3.26299  0.40
S 0.00635 0.00942 6.89670  -0.42
C -0.07633 0.20838 5.27453  0.24
N -0.35575 0.36288 4.12120  -0.64

Forces on atoms 1 to 3 (eV/Å):
-0.1 0.2 -0.9
0.1 0.7 -0.3
-0.1 -0.5 -1.0